1.
{
  "formula": "C26H28CdCl3N13O3PS3",
  "method": "wB97M-V/def2-TZVPD",
  "e_lumo_ev": -2.9,
  "homo_lumo_gap_ev": 6.43,
  "total_energy_ev": -136851.09049,
  "e_above_lowest_kj_mol": 154.4,
  "molar_mass_g_mol": 916.5,
  "homo_energy_ev": -9.31,
  "total_charge": 1,
  "species": ["Cd", "N", "C", "N", "C", "C", "S", "C", "C", "S", "C", "N", "N", "H", "H", "H", "H", "H", "H", "Cl", "C", "Cl", "Cl", "C", "N", "C", "N", "C", "N", "C", "N", "C", "P", "C", "C", "H", "H", "H", "H", "H", "H", "H", "H", "H", "H", "H", "H", "N", "C", "C", "N", "C", "H", "H", "H", "H", "O", "S", "O", "O", "C", "N", "C", "C", "C", "N", "C", "C", "C", "N", "C", "C", "H", "H", "H", "H", "H", "H"],
  "xyz": [[-1.103854, -1.428184, 0.026785], [-3.464699, 0.392836, 1.985592], [-4.022316, -0.603092, 1.253826], [-3.354013, -1.272131, 0.347252], [-4.147126, -2.219663, -0.282439], [-5.407274, -2.299854, 0.193140], [-5.654656, -1.125655, 1.435949], [-3.545388, -2.957568, -1.398426], [-4.181859, -3.665533, -2.354978], [-3.049313, -4.224279, -3.531590], [-1.777849, -3.447929, -2.658130], [-2.171301, -2.851098, -1.560874], [-0.482856, -3.505476, -3.053267], [-2.676672, 0.874932, 1.563674], [-4.075189, 0.980059, 2.530156], [-6.201269, -2.962005, -0.107547], [-5.236155, -3.852471, -2.467615], [-0.273763, -3.747990, -4.006767], [0.151785, -2.859364, -2.609244], [-0.757424, 5.007843, -1.021022], [0.072265, 4.309515, 0.377060], [1.793078, 4.219726, 0.110819], [-0.321593, 5.221028, 1.850205], [-0.449188, 2.946591, 0.566176], [-0.812667, 1.867690, 0.716283], [0.487441, -0.915258, 5.384818], [1.177984, -1.891839, 4.541495], [2.468427, -1.328543, 4.141399], [2.360176, -0.033164, 3.473147], [1.632639, 0.892896, 4.339686], [0.320564, 0.389093, 4.747771], [-0.613123, 0.337099, 3.633919], [0.003385, -0.802507, 2.301237], [0.373276, -2.262484, 3.383675], [1.736564, -0.148513, 2.164090], [1.077366, -0.776627, 6.291546], [-0.491382, -1.308171, 5.665537], [2.980297, -2.032608, 3.482096], [3.071868, -1.196054, 5.040107], [1.512240, 1.848603, 3.826795], [2.228474, 1.056129, 5.238319], [-0.753614, 1.336749, 3.220542], [-1.582366, -0.027529, 3.979925], [0.904408, -3.014966, 2.794835], [-0.566605, -2.709194, 3.719005], [1.718220, 0.827217, 1.672806], [2.328242, -0.828246, 1.545794], [1.381139, -5.198319, -0.030317], [2.463485, -4.374237, -0.206745], [1.960766, -3.110908, -0.216309], [0.591075, -3.154898, -0.049628], [0.280728, -4.429789, 0.055083], [1.402641, -6.203589, 0.021721], [3.466192, -4.748747, -0.308769], [2.497149, -2.187011, -0.347284], [-0.711669, -4.830990, 0.181908], [2.283472, 6.710789, -1.733147], [3.356932, 5.995689, -2.408339], [3.970986, 4.958498, -1.589915], [4.259264, 6.792499, -3.191653], [2.371703, 5.042649, -3.607760], [2.054270, 5.564232, -4.794484], [1.212399, 4.869193, -5.542038], [0.649709, 3.659216, -5.138512], [1.065459, 3.202012, -3.903049], [1.926833, 3.879548, -3.155220], [0.588072, 1.968517, -3.226921], [1.415777, 1.400674, -2.254447], [0.932085, 0.366641, -1.493060], [-0.307569, -0.128133, -1.635657], [-1.081939, 0.379033, -2.599795], [-0.671251, 1.412120, -3.420608], [0.964440, 5.292483, -6.509879], [-0.041664, 3.120172, -5.771368], [2.393931, 1.826676, -2.078102], [1.532070, -0.055722, -0.695330], [-2.076212, -0.043891, -2.689379], [-1.355459, 1.815583, -4.154557]],
  "atomic_forces_ev_per_a": [[0.3, 0.1, 0.0], [0.0, 0.0, 0.0], [0.0, 0.1, 0.0], [0.0, 0.0, -0.1], [0.0, 0.0, 0.1], [0.0, 0.0, 0.0], [0.0, 0.0, 0.0], [0.0, 0.0, 0.0], [0.0, 0.0, 0.0], [0.0, 0.0, 0.0], [0.0, 0.0, 0.1], [-0.2, 0.1, 0.0], [0.0, 0.0, 0.0], [0.0, 0.0, 0.0], [0.0, 0.0, 0.0], [0.0, 0.0, 0.0], [0.0, 0.0, 0.0], [0.0, 0.0, 0.0], [0.0, 0.0, 0.0], [0.0, 0.0, 0.0], [0.0, 0.0, 0.0], [0.0, 0.0, 0.0], [0.0, 0.0, 0.0], [0.1, -0.1, 0.0], [-0.2, 0.0, 0.1], [0.0, 0.0, 0.0], [0.0, 0.0, 0.0], [0.0, 0.0, 0.0], [0.0, 0.0, 0.0], [0.0, 0.0, 0.0], [0.0, 0.0, 0.0], [0.0, 0.0, 0.0], [0.0, -0.1, 0.0], [0.0, 0.0, 0.0], [0.0, 0.0, 0.0], [0.0, 0.0, 0.0], [0.0, 0.0, 0.0], [0.0, 0.0, 0.0], [0.0, 0.0, 0.0], [0.0, 0.0, 0.0], [0.0, 0.0, 0.0], [0.0, 0.0, 0.0], [0.0, 0.0, 0.0], [0.0, 0.0, 0.0], [0.0, 0.0, 0.0], [0.0, 0.0, 0.0], [0.0, 0.0, 0.0], [0.0, 0.0, 0.0], [0.0, 0.0, 0.0], [0.0, 0.0, 0.0], [0.0, -0.1, -0.1], [0.0, 0.0, 0.0], [0.0, 0.0, 0.0], [0.0, 0.0, 0.0], [0.0, 0.0, 0.0], [0.0, 0.0, 0.0], [0.0, 0.0, 0.0], [0.0, 0.0, 0.0], [0.0, 0.0, 0.0], [0.0, 0.0, 0.0], [0.0, 0.0, 0.0], [0.0, 0.0, 0.0], [0.0, 0.0, 0.0], [0.0, 0.0, 0.0], [0.0, 0.0, 0.0], [0.0, -0.1, 0.0], [0.0, 0.0, 0.0], [0.0, 0.0, 0.0], [0.0, 0.1, 0.0], [0.1, -0.1, 0.0], [0.0, 0.0, 0.0], [0.0, 0.0, 0.0], [0.0, 0.0, 0.0], [0.0, 0.0, 0.0], [0.0, 0.0, 0.0], [0.0, 0.0, 0.0], [0.0, 0.0, 0.0], [0.0, 0.0, 0.0]],
  "mulliken_charge": [2.477, -0.141, 0.282, -0.007, -0.128, -0.481, -0.159, -0.543, -0.264, -0.177, 0.072, 0.116, -0.327, -0.151, 0.294, 0.476, 0.457, 0.272, 0.070, -0.071, 1.001, 0.021, -0.103, -0.767, -0.338, -0.957, 0.131, -1.000, 0.154, -1.038, 0.156, -1.200, 1.872, -1.062, -0.896, 0.338, 0.389, 0.408, 0.289, 0.464, 0.307, 0.543, 0.422, 0.316, 0.458, 0.382, 0.352, -0.022, -0.870, -0.585, 0.429, -0.778, 0.223, 0.437, 0.439, 0.499, -0.634, 1.197, -0.679, -0.668, -0.019, -0.475, -0.411, -0.772, 0.105, -0.058, 1.195, -0.646, -0.550, 0.282, -0.680, -1.284, 0.426, 0.432, 0.581, 0.286, 0.477, 0.412]
}

---

2.
{
  "formula": "C18H9FO10V",
  "method": "wB97M-V/def2-TZVPD",
  "e_lumo_ev": 6.2,
  "homo_lumo_gap_ev": 5.11,
  "total_energy_ev": -67691.60412,
  "e_above_lowest_kj_mol": 0.0,
  "molar_mass_g_mol": 455.2,
  "homo_energy_ev": 1.11,
  "total_charge": -3,
  "species": ["O", "V", "O", "C", "C", "C", "O", "C", "C", "C", "O", "O", "O", "H", "H", "C", "C", "C", "O", "C", "C", "C", "O", "O", "O", "H", "H", "F", "C", "C", "C", "C", "C", "C", "H", "H", "H", "H", "H"],
  "xyz": [[0.401520, 2.167629, -1.276006], [0.555175, 0.562318, -1.542217], [0.900850, 0.443718, -3.064266], [2.025451, -3.149909, 0.261018], [1.659816, -1.874095, -0.210946], [2.617182, -0.645331, 0.116613], [2.315275, 0.465259, -0.395168], [3.611997, -0.835796, 1.091013], [3.962449, -2.101126, 1.542924], [3.152389, -3.331814, 1.054842], [3.533547, -4.471851, 1.398608], [4.808807, -2.253700, 2.446354], [0.590680, -1.610388, -0.815140], [1.442220, -4.002698, -0.055215], [3.995242, 0.049148, 1.585508], [-4.754454, -0.702509, -3.257032], [-4.882919, 0.497748, -3.981964], [-3.702844, 1.485904, -3.947467], [-3.746461, 2.586929, -4.567990], [-2.577667, 1.210590, -3.166824], [-2.441464, -0.002979, -2.425353], [-3.622785, -1.061903, -2.484615], [-3.475486, -2.061018, -1.777422], [-1.462910, -0.221131, -1.668423], [-5.934474, 0.721202, -4.624064], [-5.445219, -1.528964, -3.380566], [-1.791014, 1.945810, -3.078789], [-0.549047, 0.820275, 0.752443], [0.064337, 1.176372, 1.864627], [0.714130, 2.396752, 1.970763], [1.319411, 2.721772, 3.182151], [1.410837, 1.758658, 4.197153], [0.768382, 0.552371, 4.068458], [0.041005, 0.273307, 2.917878], [0.577658, 3.183657, 1.242364], [1.755339, 3.702229, 3.311145], [2.014958, 1.960618, 5.074525], [0.721415, -0.216646, 4.829000], [-0.573327, -0.610405, 2.812079]],
  "atomic_forces_ev_per_a": [[0.1, -1.6, -0.2], [-1.8, 0.8, 0.1], [0.6, -0.2, -0.2], [-0.7, 1.5, -0.9], [0.9, -0.2, 0.7], [0.1, -2.1, 1.4], [-1.1, 0.4, -0.9], [-1.4, 1.5, -1.7], [0.4, -0.8, 1.8], [1.0, -1.5, 0.2], [0.1, 0.6, 0.1], [-0.3, -0.3, -0.6], [0.7, 1.4, -0.3], [-0.1, -0.1, 0.1], [0.4, 0.0, -0.2], [1.2, -0.6, 0.3], [-1.0, -1.1, -0.1], [0.0, 2.3, -0.8], [-0.7, -1.2, 0.2], [0.5, -2.5, 1.4], [-1.1, 2.2, -1.4], [0.9, 1.1, 0.5], [-0.3, -0.5, -0.2], [1.7, -0.1, 0.7], [0.5, 0.7, -0.2], [-0.5, 0.3, 0.0], [0.0, 0.1, -0.1], [-0.6, -0.1, -0.3], [0.6, -0.2, 0.8], [-0.6, 0.8, 0.6], [0.1, -1.0, -0.1], [0.5, 0.8, 0.1], [-0.9, -0.6, -0.4], [0.0, 0.3, -0.3], [0.2, -0.4, -0.5], [0.1, 0.0, 0.0], [-0.1, 0.1, 0.1], [0.4, 0.2, 0.3], [0.2, -0.2, -0.1]],
  "nbo_charge": [-0.610, 1.402, -0.496, -0.520, 0.419, 0.425, -0.673, -0.519, 0.427, 0.409, -0.671, -0.652, -0.645, 0.207, 0.200, -0.569, 0.405, 0.423, -0.688, -0.527, 0.440, 0.435, -0.670, -0.661, -0.708, 0.182, 0.213, -0.283, 0.422, -0.262, -0.209, -0.258, -0.194, -0.273, 0.249, 0.195, 0.193, 0.204, 0.235]
}